{"formula": "C5H11NOS", "method": "the ωB97M-V functional and the def2-TZVPD basis", "elements": ["S", "O", "N", "C", "C", "C", "C", "C", "H", "H", "H", "H", "H", "H", "H", "H", "H", "H", "H"], "xyz": [[-0.156, 2.008, 0.550], [-1.511, 2.472, 0.605], [0.314, 1.700, 2.233], [-0.182, 0.222, -0.052], [-1.115, -0.664, 0.617], [1.327, -1.493, -1.341], [1.108, -0.107, -0.749], [-1.474, -0.098, -0.756], [0.444, -1.855, -1.911], [-0.425, 2.003, 2.947], [-2.230, 0.662, -0.829], [-1.067, -1.758, 0.727], [1.851, 0.055, -0.022], [2.261, -1.551, -2.182], [1.739, -2.162, -0.681], [-1.486, -0.278, 1.561], [1.136, 0.670, -1.450], [0.887, 0.844, 2.406], [-1.421, -0.670, -1.672]], "atomic_forces_ev_per_a": [[2.4, -1.9, 1.3], [-2.1, 0.7, 0.2], [-0.6, 0.2, 0.0], [-0.1, 0.4, -1.0], [-0.9, -1.5, 0.5], [1.2, 1.2, -4.4], [-0.5, -0.9, 0.6], [-0.2, 0.6, 0.8], [0.6, -0.1, 0.6], [1.5, -1.0, -1.6], [-0.1, 0.3, 0.3], [0.8, 0.5, -0.4], [1.5, 0.4, 0.8], [-2.6, 0.8, 2.0], [0.1, -1.8, 2.0], [-0.7, 0.4, -0.3], [0.7, 1.0, -1.5], [-1.1, 1.1, 0.0], [0.2, -0.5, 0.3]], "lowdin_charge": [0.912, -0.487, -0.220, -0.589, -0.118, -0.083, -0.253, -0.092, 0.072, 0.078, 0.083, 0.114, 0.087, 0.142, 0.023, 0.093, 0.087, 0.053, 0.098], "e_above_lowest_kcal_mol": 86.5, "lumo_ev": 0.8, "fmax_ev_per_a": 4.739, "total_charge": 0, "homo_ev": -8.96, "spin_multiplicity": 1}

***

{"formula": "C5H11NOSi", "method": "the ωB97M-V functional and the def2-TZVPD basis", "elements": ["Si", "O", "N", "C", "C", "C", "C", "C", "H", "H", "H", "H", "H", "H", "H", "H", "H", "H", "H"], "xyz": [[0.947, -0.234, -0.739], [-3.000, 1.789, 0.231], [-2.117, 0.675, 0.416], [-2.007, -0.021, -0.665], [3.452, 1.282, 0.370], [-1.141, -1.200, -0.565], [2.153, 1.009, 0.341], [-1.055, -1.916, 0.735], [0.894, 0.616, -1.957], [-0.477, -2.899, 0.643], [4.357, 0.778, 0.026], [-1.141, -1.741, -1.516], [3.731, 2.211, 0.752], [-2.140, -2.170, 1.028], [-2.167, 0.490, -1.615], [-2.948, 2.294, 1.050], [1.559, 1.704, 0.997], [-0.691, -1.202, 1.489], [1.792, -1.465, -1.021]], "atomic_forces_ev_per_a": [[0.7, -0.7, -0.3], [0.8, -0.5, -0.5], [-1.8, 0.0, -0.3], [1.2, 1.9, 1.5], [0.2, -1.1, -0.8], [3.3, 1.9, -1.2], [-2.4, -0.5, 0.7], [-1.7, -1.6, 0.6], [-0.2, -0.2, -0.1], [-0.6, 1.6, 0.4], [-0.8, -0.6, -0.6], [0.0, -0.3, 0.4], [0.3, 1.4, 1.2], [1.5, 0.1, -0.1], [-0.8, -0.5, -0.1], [0.2, -0.3, 0.1], [0.4, -0.4, -1.0], [0.0, -0.8, 0.0], [-0.3, 0.4, 0.0]], "lowdin_charge": [0.795, -0.084, -0.012, -0.231, -0.103, -0.388, -0.320, -0.185, -0.071, 0.098, 0.054, 0.088, 0.021, 0.099, 0.125, 0.078, 0.045, 0.060, -0.066], "e_above_lowest_kcal_mol": 129.2, "lumo_ev": 0.0, "fmax_ev_per_a": 3.986, "smiles": "C=C[SiH2][C@@H](C)/C=N/O", "total_charge": 0, "homo_ev": -8.52, "spin_multiplicity": 1}

***

Number 1: Kohn-Sham gap 9.77 eV. Number 2: Kohn-Sham gap 8.55 eV.